# 1
Formula: C9H15OP2
Source: the OMol25 dataset
Level of theory: ωB97M-V with the def2-TZVPD basis set

Properties
**E_HOMO**: -0.4836 Ha
**Net charge**: +1
**Energy relative to the best compared isomer or geometry (same formula, charge and spin)**: 0.0 kJ/mol
**DFT total energy**: -30194.1731 eV
**Kohn-Sham gap**: 0.3634 Ha

```
27
Properties=species:S:1:pos:R:3:forces:R:3
C 3.190 1.198 0.005 -1.672 -0.124 0.143
C 2.360 1.558 1.069 -0.652 -0.695 -0.129
C 2.643 0.553 -1.121 -0.227 0.817 2.464
C 0.999 1.246 1.048 -0.383 2.210 1.216
C 1.261 0.421 -1.187 0.940 -0.988 -2.365
C 0.496 0.770 -0.145 -2.263 0.980 1.570
C -0.889 -2.911 -0.525 0.191 1.298 -1.722
C -0.686 -2.080 0.781 0.811 0.759 -2.305
C -1.645 -0.847 0.779 0.910 -0.210 1.058
O -1.612 0.589 -1.763 0.017 -0.303 0.490
P -2.522 2.313 0.404 -1.525 -0.506 0.438
P -1.295 0.652 -0.168 1.069 -0.914 -1.902
H 4.201 1.490 0.132 0.943 -0.252 -0.400
H 2.779 2.029 1.926 0.272 0.360 0.517
H 3.312 0.072 -1.751 0.824 -0.388 -1.753
H 0.262 1.689 1.844 1.681 -1.186 -1.258
H 0.755 0.043 -2.077 0.457 -0.054 0.131
H -1.332 -2.269 -1.433 0.867 -1.178 2.065
H -1.538 -3.803 -0.444 0.626 0.388 0.073
H 0.169 -3.105 -0.830 -1.183 -0.765 -0.183
H -0.795 -2.713 1.664 -0.131 0.446 -0.003
H 0.386 -1.745 0.666 -1.151 -0.109 0.860
H -1.640 -0.489 1.826 -0.768 0.090 -0.345
H -2.580 -1.181 0.394 -1.283 -0.191 0.417
H -2.465 0.647 -2.245 0.503 -0.095 0.986
H -1.903 3.198 -0.438 0.696 0.519 -0.513
H -1.908 2.675 1.589 0.432 0.091 0.448
```
Positions in Å, forces in eV/Å.



# 2
Formula: C38H58N3OPbSSi2Te
Source: the OMol25 dataset
Level of theory: ωB97M-V with the def2-TZVPD basis set

Properties
**E_HOMO (spin up / spin down)**: -0.4762 / -0.4952 Ha
**Net charge**: +2
**Energy relative to the best compared isomer or geometry (same formula, charge and spin)**: 1.2 kJ/mol
**DFT total energy**: -85986.6688 eV
**2S+1**: 2
**Kohn-Sham gap (spin up / spin down)**: 0.2941 / 0.2329 Ha

```
105
Properties=species:S:1:pos:R:3:forces:R:3
Pb -0.733 0.814 0.967 -0.041 0.013 0.193
C -2.594 4.132 2.942 -0.006 0.030 0.016
C -2.160 2.757 3.367 0.004 0.024 -0.022
C -0.928 2.550 3.984 0.003 -0.052 -0.030
C -0.539 1.280 4.397 -0.025 0.008 0.005
C -1.384 0.191 4.212 0.019 0.057 -0.013
C -2.617 0.385 3.601 -0.002 0.007 -0.069
C -2.993 1.655 3.174 -0.002 -0.010 0.037
H -1.745 4.810 2.864 0.015 0.008 0.006
H -3.286 4.554 3.671 -0.011 0.010 0.009
H -3.107 4.110 1.981 -0.017 -0.016 -0.025
H -0.270 3.393 4.153 0.016 0.032 0.016
H 0.413 1.147 4.893 0.028 -0.006 0.016
H -1.093 -0.792 4.556 0.014 -0.040 0.015
H -3.294 -0.448 3.466 -0.017 -0.027 0.004
H -3.960 1.799 2.708 -0.060 0.006 -0.017
C 0.572 -5.718 4.138 0.015 0.011 0.014
C 1.744 -5.026 3.431 0.019 0.055 -0.034
C 2.246 -5.909 2.277 -0.006 -0.006 0.036
C 2.877 -4.826 4.438 0.006 -0.032 -0.015
C 1.281 -3.703 2.836 -0.052 -0.064 -0.022
C 1.930 -2.496 3.069 -0.031 0.045 0.027
C 1.438 -1.338 2.498 -0.046 -0.036 0.010
N 0.372 -1.313 1.702 0.021 -0.085 -0.121
C -0.255 -2.468 1.438 -0.049 -0.073 0.007
C 0.165 -3.663 1.997 0.042 0.123 -0.008
C -1.443 -2.386 0.539 0.021 -0.104 0.037
C -1.988 -3.506 -0.062 -0.077 0.107 0.007
C -3.113 -3.409 -0.883 0.052 -0.066 0.029
C -3.644 -2.136 -1.064 0.031 0.033 -0.013
C -3.044 -1.056 -0.449 -0.022 -0.014 0.021
N -1.972 -1.167 0.335 0.050 0.092 -0.060
C -3.715 -4.660 -1.508 -0.002 0.065 0.024
C -4.239 -5.549 -0.370 0.013 0.002 -0.010
C -2.633 -5.412 -2.295 -0.017 0.003 -0.028
C -4.868 -4.323 -2.451 -0.008 -0.027 0.013
H 0.920 -6.647 4.586 0.014 -0.034 0.015
H -0.236 -5.975 3.454 -0.041 0.004 -0.049
H 0.162 -5.095 4.933 -0.007 0.034 0.035
H 2.597 -6.861 2.672 0.010 -0.036 0.014
H 3.074 -5.435 1.749 0.031 0.021 -0.015
H 1.454 -6.117 1.557 -0.031 -0.010 -0.030
H 3.143 -5.789 4.872 0.012 -0.027 0.006
H 2.583 -4.168 5.256 -0.026 0.013 0.034
H 3.775 -4.424 3.969 0.027 0.019 -0.023
H 2.798 -2.438 3.707 0.029 0.008 0.013
H 1.908 -0.384 2.702 0.047 0.054 -0.014
H -0.384 -4.569 1.800 -0.026 -0.057 -0.010
H -1.532 -4.469 0.101 0.034 -0.054 0.000
H -4.512 -1.970 -1.681 -0.038 0.009 -0.015
H -3.437 -0.055 -0.582 -0.013 0.069 -0.018
H -3.436 -5.873 0.291 0.030 -0.016 0.029
H -4.705 -6.440 -0.789 -0.014 -0.045 -0.019
H -4.985 -5.027 0.229 -0.035 0.024 0.013
H -1.810 -5.741 -1.663 0.046 -0.003 0.051
H -2.225 -4.795 -3.096 0.011 0.032 -0.031
H -3.070 -6.302 -2.745 -0.022 -0.029 -0.019
H -5.702 -3.857 -1.926 -0.029 0.026 0.032
H -5.243 -5.240 -2.900 -0.007 -0.028 -0.015
H -4.553 -3.664 -3.261 0.023 0.012 -0.039
O -1.488 2.173 -0.911 -0.062 -0.082 0.176
N -1.336 1.825 -2.179 -0.002 -0.043 -0.052
C -2.174 2.385 -3.081 0.021 -0.040 -0.032
C -2.057 2.109 -4.416 0.001 -0.031 0.021
C -1.056 1.234 -4.839 -0.031 0.053 0.017
C -0.215 0.673 -3.907 0.032 -0.035 0.028
C -0.354 0.959 -2.544 0.006 0.028 0.073
S 0.673 0.253 -1.341 0.159 0.055 -0.070
H -2.909 3.042 -2.643 -0.016 0.028 -0.013
H -2.744 2.568 -5.110 -0.010 0.014 -0.037
H -0.942 0.995 -5.886 0.008 0.003 -0.041
H 0.569 -0.011 -4.197 0.009 -0.010 -0.007
C 6.429 2.601 -1.520 0.033 -0.026 -0.016
Si 4.680 1.982 -1.460 0.032 0.019 -0.070
C 4.590 0.372 -0.534 -0.092 -0.034 0.046
C 3.919 1.868 -3.156 0.001 0.038 -0.005
C 3.741 3.312 -0.460 0.071 0.169 0.056
Te 1.648 3.261 -0.337 -0.067 -0.021 0.052
C 1.246 4.183 -2.183 0.009 -0.060 -0.001
Si 0.494 5.933 -1.991 0.011 -0.017 0.052
C -1.097 5.774 -1.026 -0.007 -0.084 0.019
C 1.742 6.964 -1.075 0.028 -0.019 0.041
C 0.205 6.557 -3.714 -0.009 -0.007 -0.033
H 7.064 1.885 -2.043 0.037 -0.027 -0.027
H 6.839 2.726 -0.517 0.027 0.011 0.042
H 6.512 3.555 -2.040 -0.010 0.045 -0.022
H 5.208 -0.372 -1.036 0.014 -0.052 -0.028
H 3.577 -0.029 -0.473 -0.016 0.006 -0.003
H 4.984 0.488 0.477 0.006 -0.008 0.056
H 4.345 1.032 -3.711 0.044 -0.044 -0.025
H 4.106 2.773 -3.736 0.004 0.032 -0.028
H 2.842 1.709 -3.104 -0.115 -0.052 -0.002
H 3.949 4.300 -0.879 0.053 0.037 -0.042
H 4.110 3.318 0.567 -0.034 -0.017 0.041
H 0.581 3.524 -2.740 -0.055 -0.044 -0.035
H 2.206 4.215 -2.697 0.032 -0.005 -0.081
H -1.047 5.018 -0.237 0.031 0.023 0.017
H -1.926 5.500 -1.678 -0.041 -0.013 -0.037
H -1.349 6.724 -0.555 -0.037 0.064 0.010
H 1.910 6.610 -0.056 0.010 -0.022 0.040
H 1.393 7.993 -0.997 -0.018 0.066 0.003
H 2.704 6.987 -1.590 0.050 0.005 -0.028
H -0.554 5.967 -4.230 -0.019 -0.029 -0.032
H 1.117 6.534 -4.311 0.045 -0.001 -0.025
H -0.142 7.590 -3.691 -0.038 0.070 0.005
```
Positions in Å, forces in eV/Å.



# 3
Formula: C4H11N3O
Source: the OMol25 dataset
Level of theory: ωB97M-V with the def2-TZVPD basis set

Properties
**E_HOMO**: -0.2971 Ha
**Energy relative to the best compared isomer or geometry (same formula, charge and spin)**: 263.5 kJ/mol
**DFT total energy**: -10842.4800 eV
**Kohn-Sham gap**: 0.3230 Ha

```
19
Properties=species:S:1:pos:R:3:forces:R:3
C 0.724 0.611 0.623 0.756 0.085 0.205
C 2.079 0.389 -0.044 -0.242 -0.026 0.203
C -1.430 1.047 -0.479 -0.289 0.226 -0.165
N -0.380 0.070 -0.190 0.042 -1.109 -1.067
C -1.009 -1.222 0.427 0.562 0.213 -0.181
N -0.771 -2.077 -0.526 -0.213 -0.776 -0.204
O 2.236 1.184 -1.206 -0.101 0.023 -0.256
N -1.466 -1.017 1.600 -0.254 -0.031 0.286
H 1.791 0.762 -1.949 0.114 0.028 0.067
H -1.115 -3.015 -0.362 -0.083 0.041 0.186
H -0.087 -0.535 -1.061 -0.240 1.519 1.243
H -1.833 -1.857 2.033 -0.012 -0.030 -0.109
H 0.679 0.119 1.598 -0.036 0.031 -0.104
H 0.582 1.683 0.786 -0.093 -0.116 -0.135
H 2.217 -0.675 -0.266 0.012 0.039 0.028
H 2.867 0.703 0.643 -0.097 -0.077 0.000
H -2.169 0.594 -1.138 0.060 -0.041 0.006
H -1.916 1.305 0.463 0.109 0.015 -0.036
H -1.001 1.930 -0.951 0.006 -0.013 0.033
```
Positions in Å, forces in eV/Å.